--- A ---
Molecular formula: C20H23NO4
Method: DFT, the ωB97M-V functional and the def2-TZVPD basis

E_HOMO in eV: -7.8
HOMO-LUMO gap in eV: 8.5

Each line ends with the Mulliken charge.
CARTESIAN COORDINATES (ANGSTROEM)
1 C -5.9410 -0.9002 0.7539  -0.947
2 H -5.9465 -0.1987 1.5945  0.358
3 H -6.6373 -1.7122 0.9573  0.230
4 H -6.2492 -0.3766 -0.1566  0.370
5 O -4.6834 -1.5105 0.5978  -0.435
6 C -3.6186 -0.7228 0.3037  0.926
7 C -3.6569 0.6482 0.1780  -0.238
8 C -2.5189 1.4042 -0.1427  -0.298
9 C -1.3079 0.7475 -0.3287  0.303
10 C -1.2679 -0.6487 -0.1776  -0.760
11 C -2.3850 -1.3936 0.1237  0.942
12 O -2.4148 -2.7504 0.2682  -0.486
13 C -1.2273 -3.4665 0.0438  -0.896
14 H -0.8490 -3.3156 -0.9728  0.363
15 H -1.4880 -4.5150 0.1788  0.232
16 H -0.4457 -3.1944 0.7622  0.360
17 H -0.3214 -1.1407 -0.3453  0.548
18 C -0.0127 1.3503 -0.7719  -0.380
19 O 0.1502 1.9299 -1.8289  -0.656
20 N 0.9963 1.1250 0.1041  0.088
21 H 0.8014 0.5797 0.9294  0.453
22 C 2.3962 1.3277 -0.2390  -0.491
23 C 3.0431 -0.0311 -0.3784  0.337
24 C 2.6448 -0.8381 -1.4398  -0.444
25 C 3.1458 -2.1167 -1.5865  -0.862
26 C 4.0574 -2.6033 -0.6634  -0.629
27 C 4.4544 -1.8077 0.3938  -0.708
28 C 3.9526 -0.5204 0.5547  0.940
29 C 4.4197 0.3225 1.7086  -1.082
30 C 3.4228 1.4234 2.0520  -0.737
31 C 3.0908 2.2155 0.7929  -1.131
32 H 2.4428 3.0620 1.0269  0.386
33 H 4.0138 2.6052 0.3595  0.384
34 H 3.8467 2.0840 2.8105  0.390
35 H 2.5131 0.9830 2.4664  0.306
36 H 4.6001 -0.3137 2.5781  0.439
37 H 5.3774 0.7795 1.4370  0.349
38 H 5.1646 -2.1874 1.1151  0.424
39 H 4.4563 -3.6015 -0.7680  0.407
40 H 2.8299 -2.7312 -2.4163  0.433
41 H 1.9345 -0.4464 -2.1542  0.543
42 H 2.3760 1.8324 -1.2122  0.577
43 O -2.7612 2.7401 -0.1736  -0.533
44 C -1.7152 3.6578 -0.3887  -0.726
45 H -2.1607 4.6417 -0.2454  0.307
46 H -1.3066 3.5802 -1.3987  0.298
47 H -0.9057 3.5157 0.3348  0.266
48 H -4.5704 1.2016 0.3179  0.484

***

--- B ---
Molecular formula: C20H23NO4
Method: DFT, the ωB97M-V functional and the def2-TZVPD basis

E_HOMO in eV: -8.3
HOMO-LUMO gap in eV: 8.5

Each line ends with the Mulliken charge.
CARTESIAN COORDINATES (ANGSTROEM)
1 C 3.2504 -2.0901 -2.4968  -0.806
2 H 2.5922 -1.2701 -2.8022  0.328
3 O 2.8553 -3.3130 -3.0686  -0.463
4 C 1.6159 -3.7994 -2.7775  0.761
5 C 0.6974 -3.1760 -1.9472  -0.346
6 C -0.5558 -3.7505 -1.7168  0.638
7 C -0.8740 -4.9567 -2.3395  -0.810
8 C 0.0477 -5.5830 -3.1593  -0.469
9 C 1.2852 -5.0151 -3.3818  -0.549
10 H 2.0139 -5.4849 -4.0230  0.430
11 H -0.2019 -6.5203 -3.6337  0.378
12 H -1.8419 -5.4034 -2.1692  0.385
13 C -1.5390 -3.1207 -0.8548  -0.354
14 C -1.3307 -2.1320 0.0207  -0.530
15 C -2.4499 -1.5717 0.8044  0.395
16 O -3.6016 -1.9556 0.7118  -0.702
17 N -2.0716 -0.5885 1.6664  -0.150
18 H -1.1292 -0.2322 1.6151  0.306
19 C -3.0246 0.2535 2.3422  -0.863
20 H -3.9798 -0.2753 2.3286  0.448
21 H -2.7018 0.4007 3.3775  0.381
22 C -3.1677 1.6186 1.6413  -1.036
23 C -1.8416 2.3199 1.5956  0.336
24 C -1.4398 3.1761 2.6074  -1.165
25 C -0.1830 3.7545 2.5808  -0.380
26 C 0.7212 3.4892 1.5598  1.239
27 C 0.3222 2.6292 0.5200  0.351
28 C -0.9502 2.0693 0.5622  -0.580
29 H -1.2293 1.4260 -0.2591  0.442
30 O 1.0723 2.2281 -0.5499  -0.442
31 C 2.2050 2.9641 -0.9556  -0.826
32 H 1.9746 4.0257 -1.0679  0.330
33 H 2.4817 2.5501 -1.9255  0.279
34 H 3.0370 2.8479 -0.2583  0.262
35 O 1.9896 4.0166 1.5212  -0.402
36 C 2.3685 4.9350 2.5147  -0.969
37 H 2.3765 4.4762 3.5089  0.358
38 H 1.7162 5.8142 2.5233  0.376
39 H 3.3808 5.2416 2.2544  0.255
40 H 0.0960 4.4163 3.3848  0.394
41 H -2.1076 3.4005 3.4254  0.387
42 H -3.8967 2.2167 2.1886  0.466
43 H -3.5398 1.4506 0.6297  0.305
44 H -0.3558 -1.6950 0.1822  0.296
45 H -2.5491 -3.5072 -0.9210  0.398
46 H 0.9303 -2.2308 -1.4853  0.323
47 H 4.2559 -1.9022 -2.8704  0.258
48 H 3.2767 -2.1468 -1.4036  0.335

***

The least stable of them is B.

***

--- A ---
Molecular formula: C2H2N2O4
Method: DFT, the ωB97M-V functional and the def2-TZVPD basis

E_HOMO (alpha / beta) in eV: -9.9 / -9.9
HOMO-LUMO gap (alpha / beta) in eV: 8.3 / 8.3

Each line ends with the Mulliken charge.
CARTESIAN COORDINATES (ANGSTROEM)
1 C -1.5400 -0.0273 0.1176  -0.313
2 C 0.1935 0.2456 0.1367  0.521
3 N 0.6671 1.5319 0.2775  -0.079
4 N 1.0584 -0.8707 -0.2365  0.931
5 O 1.6408 1.9054 -0.4070  -0.266
6 O 0.5240 -1.9020 0.0599  -0.545
7 O 2.1708 -0.6854 -0.6338  -0.545
8 O -0.6517 -0.1263 1.1867  -0.297
9 H -2.1636 0.8630 0.0673  0.337
10 H -1.8993 -0.9342 -0.5684  0.255

***

--- B ---
Molecular formula: C2H2N2O4
Method: DFT, the ωB97M-V functional and the def2-TZVPD basis

E_HOMO in eV: -10.2
HOMO-LUMO gap in eV: 8.6

Each line ends with the Mulliken charge.
CARTESIAN COORDINATES (ANGSTROEM)
1 C 1.0719 0.2222 1.0642  0.508
2 C -0.1376 -0.6020 0.7677  0.488
3 H -2.2496 0.7316 -0.9380  0.357
4 H 0.6585 0.5840 -1.9308  0.277
5 N -0.4598 -0.5722 -0.6223  0.279
6 N 0.3073 0.6672 -0.9753  -0.282
7 O -1.7575 -0.5419 -0.8827  -0.467
8 O 1.5286 0.5840 -0.2627  -0.208
9 O 1.7201 0.2766 2.1354  -0.463
10 O -0.6818 -1.3495 1.6444  -0.489

***

The least stable of them is A.

***

--- A ---
Molecular formula: CH3INOP
Method: DFT, the ωB97M-V functional and the def2-TZVPD basis

E_HOMO in eV: -8.9
HOMO-LUMO gap in eV: 8.7

Each line ends with the Mulliken charge.
CARTESIAN COORDINATES (ANGSTROEM)
1 C 2.7168 0.1436 -0.6932  -0.244
2 N 0.7175 -1.4269 0.2656  -0.555
3 O 1.9300 0.7165 0.1878  -0.058
4 P 0.4538 0.0697 -0.0644  0.427
5 I 4.7495 0.1506 -0.0905  0.025
6 H -0.1929 -1.8401 0.5401  0.215
7 H -0.0855 0.6104 -1.2817  0.112
8 H -0.3849 0.8314 0.7751  0.078

***

--- B ---
Molecular formula: CH3INOP
Method: DFT, the ωB97M-V functional and the def2-TZVPD basis

E_HOMO in eV: -9.7
HOMO-LUMO gap in eV: 10.0

Each line ends with the Mulliken charge.
CARTESIAN COORDINATES (ANGSTROEM)
1 C 1.0072 -0.2309 0.1216  0.479
2 N 0.0393 0.5615 -0.3756  -0.349
3 O 0.9831 -1.3200 0.5867  -0.428
4 P -1.7204 0.0649 -0.2867  -0.047
5 I 2.8801 0.8280 0.1313  -0.098
6 H 0.3875 1.3748 -0.9900  0.276
7 H -2.0958 0.1150 1.1274  0.081
8 H -1.4810 -1.3932 -0.3147  0.085

***

--- C ---
Molecular formula: CH3INOP
Method: DFT, the ωB97M-V functional and the def2-TZVPD basis

E_HOMO in eV: -9.8
HOMO-LUMO gap in eV: 9.8

Each line ends with the Mulliken charge.
CARTESIAN COORDINATES (ANGSTROEM)
1 C 0.8662 -0.0349 -0.6111  0.608
2 N -0.0897 -0.5976 0.1649  -0.351
3 O 0.7439 0.9319 -1.3084  -0.489
4 P -1.7604 0.1178 0.2425  -0.042
5 I 2.7859 -1.0412 -0.1354  -0.090
6 H 0.1731 -1.3387 0.6888  0.213
7 H -1.1921 1.2679 -0.4613  0.091
8 H -1.5269 0.6948 1.4201  0.060

***

The least stable of them is A.